Run a
# H2N2O2S2

A cluster of 2 separate species, H2N2O2S2 in total (ωB97M-V/def2-TZVPD, the Open Molecules 2025 dataset).

Structure (XYZ):
```
8
H2N2O2S2, DFT ωB97M-V/def2-TZVPD
H 1.69 -0.79 -0.50
O -2.70 0.11 0.56
S -2.33 -0.92 -0.37
H 0.93 -0.65 0.92
S 1.18 1.58 0.25
N 0.96 2.35 -0.95
N 1.33 -0.14 0.15
O -1.06 -1.53 -0.05
```

Output
highest occupied orbital energy: -9.560 eV
spin multiplicity: 1
frontier orbital gap: 0.2985 hartree

---

Run b
# H2N2O2S2

A cluster of 2 separate species, H2N2O2S2 in total (ωB97M-V/def2-TZVPD, the Open Molecules 2025 dataset).

Structure (XYZ):
```
8
H2N2O2S2, DFT ωB97M-V/def2-TZVPD
S -0.30 1.46 -1.03
H 1.14 1.09 0.57
O -0.38 2.72 -0.31
N 0.79 0.65 -0.41
H 0.93 -1.51 -0.45
S -1.02 -1.73 0.95
N -1.70 -0.62 0.34
O 0.54 -2.06 0.35
```

Output
highest occupied orbital energy: -10.185 eV
spin multiplicity: 1
frontier orbital gap: 0.3509 hartree

---

Pick the most stable structure from those above. Pick: run a